{"formula": "C19H37EuN11O4S2Si2", "method": "ωB97M-V with the def2-TZVPD basis set", "e_above_lowest_kcal_mol": 28.5, "orbital_gap_ev": [6.5, 7.1], "homo_energy_ev": [-10.116, -10.116], "total_energy_ev": -101633.896, "s_squared": 12.049, "multiplicity": 7, "charge": 1, "elements": ["Eu", "N", "C", "C", "C", "C", "C", "C", "S", "O", "O", "N", "C", "N", "C", "C", "C", "N", "H", "H", "H", "H", "H", "H", "H", "H", "H", "N", "N", "C", "N", "N", "N", "O", "O", "H", "H", "H", "H", "H", "C", "Si", "C", "C", "C", "Si", "C", "C", "C", "H", "H", "H", "H", "H", "H", "H", "H", "H", "H", "H", "H", "H", "H", "H", "H", "H", "H", "H", "N", "C", "N", "S", "H", "H", "H", "H"], "xyz": [[0.696, -0.443, -0.601], [4.328, -6.326, 4.046], [3.719, -5.205, 3.579], [4.485, -4.156, 3.049], [3.870, -3.021, 2.571], [2.490, -2.919, 2.634], [1.710, -3.927, 3.177], [2.325, -5.064, 3.655], [1.704, -1.613, 1.759], [2.613, -1.228, 0.670], [1.358, -0.441, 2.557], [0.423, -2.111, 0.960], [-0.827, -2.035, 1.442], [-1.714, -1.577, 0.528], [-2.993, -1.609, 0.872], [-3.416, -2.048, 2.116], [-2.416, -2.411, 3.007], [-1.135, -2.411, 2.684], [5.288, -6.484, 3.797], [3.768, -7.139, 4.232], [5.558, -4.269, 2.999], [4.436, -2.217, 2.127], [0.635, -3.805, 3.202], [1.734, -5.868, 4.064], [-3.685, -1.256, 0.117], [-4.456, -2.099, 2.384], [-2.644, -2.723, 4.019], [1.028, 1.991, 1.255], [2.390, 2.318, 1.328], [3.240, 1.694, 0.496], [4.549, 1.774, 0.683], [2.650, 1.073, -0.532], [3.290, 0.148, -1.197], [4.488, 0.001, -1.133], [2.593, -0.525, -1.941], [0.452, 2.831, 1.295], [0.779, 1.366, 2.035], [2.754, 2.759, 2.169], [4.931, 2.135, 1.542], [5.130, 1.230, 0.044], [1.078, -3.447, -1.979], [-0.275, -2.742, -3.146], [-1.903, -3.697, -2.798], [0.233, -3.110, -4.952], [-0.562, -0.907, -2.712], [0.106, 0.406, -3.904], [1.781, 0.076, -4.762], [0.278, 2.032, -2.852], [-1.092, 0.818, -5.346], [1.432, -4.421, -2.306], [0.684, -3.568, -0.967], [1.943, -2.779, -1.958], [-1.776, -4.767, -2.918], [-2.696, -3.394, -3.473], [-2.244, -3.514, -1.783], [0.095, -4.160, -5.191], [1.275, -2.859, -5.120], [-0.361, -2.534, -5.652], [-1.652, -0.819, -2.697], [2.432, -0.551, -4.164], [2.304, 1.008, -4.957], [1.627, -0.416, -5.716], [1.319, 2.214, -2.592], [-0.295, 1.984, -1.916], [-0.068, 2.907, -3.396], [-1.397, -0.092, -5.850], [-0.614, 1.450, -6.085], [-1.991, 1.329, -5.020], [-4.037, 2.765, -0.198], [-3.095, 1.865, -0.508], [-3.182, 1.192, -1.658], [-1.825, 1.602, 0.556], [-4.835, 2.933, -0.789], [-3.972, 3.230, 0.691], [-3.886, 1.405, -2.345], [-2.431, 0.550, -1.902]]}

***

{"formula": "C19H37FO17", "method": "ωB97M-V with the def2-TZVPD basis set", "smiles": "COC(=O)[C@@H](C)F.COC(=O)OC.COC(=O)OC.COC(=O)OC.COC(=O)OC.COC(=O)OC", "orbital_gap_ev": 11.3, "homo_energy_ev": -10.744, "total_energy_ev": -57828.022, "elements": ["C", "O", "C", "O", "C", "C", "F", "H", "H", "H", "H", "H", "H", "H", "C", "O", "C", "O", "O", "C", "H", "H", "H", "H", "H", "H", "C", "O", "C", "O", "O", "C", "H", "H", "H", "H", "H", "H", "C", "O", "C", "O", "O", "C", "H", "H", "H", "H", "H", "H", "C", "O", "C", "O", "O", "C", "H", "H", "H", "H", "H", "H", "C", "O", "C", "O", "O", "C", "H", "H", "H", "H", "H", "H"], "xyz": [[-2.123, 1.607, -1.353], [-1.525, 2.905, -1.151], [-1.831, 3.810, -2.102], [-2.604, 4.695, -1.932], [-1.102, 3.626, -3.438], [-0.491, 4.915, -3.955], [-0.118, 2.652, -3.302], [-1.977, 1.257, -2.381], [-1.624, 0.929, -0.665], [-3.190, 1.663, -1.118], [-1.844, 3.226, -4.143], [-0.365, 4.881, -5.039], [0.493, 5.052, -3.497], [-1.131, 5.761, -3.694], [1.531, 3.045, 0.045], [2.405, 2.840, 1.170], [2.777, 1.583, 1.371], [2.500, 0.630, 0.681], [3.516, 1.512, 2.479], [3.999, 0.187, 2.742], [1.338, 4.113, 0.022], [2.008, 2.721, -0.877], [0.597, 2.504, 0.184], [4.665, -0.143, 1.947], [3.166, -0.509, 2.827], [4.534, 0.244, 3.685], [3.441, -2.159, -0.631], [2.602, -3.029, -1.407], [1.781, -3.763, -0.660], [1.723, -3.748, 0.546], [1.015, -4.503, -1.460], [0.063, -5.322, -0.768], [4.035, -1.592, -1.342], [2.830, -1.483, -0.041], [4.082, -2.750, 0.022], [-0.614, -4.706, -0.178], [0.571, -6.025, -0.111], [-0.480, -5.851, -1.545], [3.770, -3.843, 3.636], [4.364, -3.040, 4.666], [5.495, -3.535, 5.168], [6.024, -4.564, 4.836], [5.945, -2.692, 6.099], [7.163, -3.106, 6.729], [2.873, -3.310, 3.333], [4.449, -3.942, 2.791], [3.517, -4.830, 4.017], [7.961, -3.197, 5.994], [7.027, -4.062, 7.230], [7.394, -2.327, 7.449], [-4.830, -1.983, 1.349], [-3.743, -1.055, 1.441], [-2.545, -1.622, 1.603], [-2.329, -2.805, 1.661], [-1.632, -0.654, 1.662], [-0.278, -1.109, 1.798], [-5.719, -1.374, 1.221], [-4.694, -2.646, 0.496], [-4.901, -2.578, 2.258], [0.002, -1.743, 0.958], [-0.148, -1.667, 2.723], [0.332, -0.211, 1.802], [-5.819, 5.184, -2.795], [-6.070, 4.728, -4.135], [-5.838, 3.435, -4.327], [-5.399, 2.660, -3.512], [-6.146, 3.133, -5.591], [-5.933, 1.762, -5.941], [-5.975, 6.258, -2.820], [-6.515, 4.717, -2.100], [-4.798, 4.957, -2.507], [-6.545, 1.110, -5.319], [-4.885, 1.493, -5.819], [-6.228, 1.681, -6.982]]}

***

{"formula": "C19H37IrN11Si4Te", "method": "ωB97M-V with the def2-TZVPD basis set", "e_above_lowest_kcal_mol": 105.0, "orbital_gap_ev": [4.7, 4.8], "homo_energy_ev": [-7.288, -7.246], "total_energy_ev": -78334.379, "s_squared": 0.835, "multiplicity": 2, "elements": ["Ir", "C", "C", "C", "C", "C", "H", "H", "H", "H", "H", "N", "C", "N", "N", "N", "N", "C", "N", "N", "N", "N", "H", "C", "Si", "C", "C", "Si", "Te", "Si", "C", "C", "C", "Si", "C", "C", "C", "H", "H", "H", "H", "H", "H", "H", "H", "H", "H", "H", "H", "H", "H", "H", "H", "H", "H", "H", "H", "H", "H", "H", "H", "H", "H", "H", "N", "C", "C", "C", "N", "H", "H", "H", "H"], "xyz": [[0.727, -2.573, -1.088], [-1.261, -2.686, -3.190], [-1.119, -3.551, -2.083], [-1.528, -2.819, -0.916], [-1.901, -1.517, -1.352], [-1.730, -1.448, -2.737], [-1.066, -2.940, -4.216], [-0.995, -4.623, -2.146], [-1.812, -3.269, 0.028], [-2.295, -0.736, -0.726], [-1.914, -0.589, -3.356], [2.516, -4.304, 1.806], [2.429, -4.951, 0.609], [2.850, -6.195, 0.408], [2.611, -6.438, -0.864], [2.075, -5.419, -1.424], [1.933, -4.430, -0.529], [2.041, -3.050, 1.986], [2.134, -2.350, 3.119], [1.595, -1.182, 2.856], [1.177, -1.144, 1.642], [1.433, -2.315, 1.041], [2.962, -4.775, 2.577], [2.503, 1.792, 2.871], [1.347, 2.855, 1.805], [2.364, 3.742, 0.448], [0.546, 4.180, 2.927], [-0.424, 1.619, 0.686], [1.087, 0.197, -0.751], [-1.488, 3.115, -0.886], [-0.465, 3.440, -2.468], [-1.818, 4.811, -0.071], [-3.168, 2.394, -1.453], [-1.981, 0.851, 2.379], [-3.104, -0.631, 1.940], [-1.124, 0.474, 4.039], [-3.151, 2.344, 2.660], [3.382, 2.344, 3.192], [2.840, 0.920, 2.324], [1.999, 1.420, 3.756], [3.215, 4.266, 0.873], [1.769, 4.470, -0.092], [2.742, 3.026, -0.276], [1.315, 4.808, 3.368], [-0.011, 3.729, 3.741], [-0.133, 4.827, 2.383], [0.463, 3.956, -2.245], [-1.013, 4.044, -3.185], [-0.202, 2.510, -2.960], [-0.893, 5.325, 0.169], [-2.385, 4.708, 0.847], [-2.389, 5.455, -0.732], [-3.045, 1.425, -1.925], [-3.659, 3.046, -2.170], [-3.848, 2.267, -0.617], [-2.525, -1.506, 1.667], [-3.777, -0.405, 1.117], [-3.720, -0.894, 2.797], [-0.504, -0.414, 3.971], [-1.841, 0.322, 4.844], [-0.475, 1.291, 4.333], [-3.727, 2.586, 1.774], [-2.602, 3.233, 2.949], [-3.858, 2.133, 3.457], [2.174, -3.879, -3.545], [2.580, -3.796, -4.814], [2.529, -2.464, -5.179], [2.077, -1.803, -4.040], [1.877, -2.676, -3.059], [2.119, -4.697, -2.881], [2.870, -4.660, -5.373], [2.776, -2.042, -6.130], [1.884, -0.753, -3.908]]}

***

{"formula": "C19H37N4O8", "method": "ωB97M-V with the def2-TZVPD basis set", "e_above_lowest_kcal_mol": 0.0, "orbital_gap_ev": 9.6, "homo_energy_ev": -11.924, "total_energy_ev": -42637.838, "charge": 1, "elements": ["C", "C", "O", "N", "C", "C", "O", "N", "C", "C", "N", "C", "N", "H", "H", "H", "H", "H", "H", "H", "H", "H", "H", "H", "H", "H", "O", "C", "O", "C", "C", "C", "H", "H", "H", "H", "H", "H", "H", "H", "O", "C", "O", "C", "C", "C", "H", "H", "H", "H", "H", "H", "H", "H", "O", "C", "O", "C", "C", "C", "H", "H", "H", "H", "H", "H", "H", "H"], "xyz": [[-1.343, -1.886, -4.272], [-0.803, -1.725, -2.880], [0.119, -1.028, -2.569], [-1.554, -2.450, -1.882], [-1.615, -3.901, -2.090], [-2.919, -4.552, -1.723], [-0.672, -4.469, -2.559], [-1.219, -2.022, -0.569], [-2.293, -1.366, 0.199], [-2.686, -2.414, 1.234], [-1.444, -3.246, 1.329], [-0.671, -2.934, 0.282], [0.533, -3.420, 0.073], [-2.200, -2.556, -4.318], [-0.554, -2.256, -4.924], [-1.653, -0.897, -4.608], [-3.662, -3.823, -1.412], [-2.763, -5.301, -0.945], [-3.289, -5.061, -2.614], [-1.852, -0.520, 0.729], [-3.061, -0.956, -0.449], [-2.868, -1.974, 2.209], [-3.524, -3.039, 0.931], [-0.918, -3.128, 2.200], [0.789, -4.351, 0.357], [1.215, -2.837, -0.387], [0.553, -2.201, 2.957], [1.094, -1.122, 3.081], [1.333, -0.437, 1.956], [1.851, 0.913, 1.960], [3.355, 0.936, 2.089], [1.543, -0.602, 4.415], [1.362, 1.492, 2.743], [1.529, 1.322, 1.005], [3.686, 0.512, 3.037], [3.714, 1.964, 2.039], [3.819, 0.368, 1.283], [2.521, -1.034, 4.631], [0.844, -0.953, 5.169], [1.624, 0.479, 4.471], [4.918, 2.998, 5.411], [5.315, 3.695, 4.517], [6.398, 3.290, 3.823], [6.854, 3.951, 2.633], [7.751, 5.131, 2.938], [4.671, 5.023, 4.192], [6.008, 4.233, 2.005], [7.409, 3.181, 2.100], [7.221, 5.910, 3.487], [8.128, 5.563, 2.011], [8.599, 4.810, 3.542], [5.098, 5.777, 4.854], [3.610, 4.941, 4.411], [4.797, 5.352, 3.165], [-4.029, 0.135, -1.958], [-4.699, 0.124, -2.963], [-4.063, 0.201, -4.142], [-4.745, 0.084, -5.407], [-5.331, 1.400, -5.863], [-6.205, 0.099, -2.912], [-5.493, -0.708, -5.360], [-3.968, -0.247, -6.094], [-6.100, 1.759, -5.179], [-5.779, 1.284, -6.849], [-4.550, 2.158, -5.923], [-6.551, 1.124, -2.777], [-6.504, -0.477, -2.041], [-6.681, -0.314, -3.796]]}

***

{"formula": "C19H38Br6O13S3", "method": "ωB97M-V with the def2-TZVPD basis set", "orbital_gap_ev": 9.8, "homo_energy_ev": -10.161, "total_energy_ev": -499695.405, "elements": ["O", "C", "O", "C", "C", "C", "H", "H", "H", "H", "H", "H", "O", "C", "O", "C", "C", "C", "H", "H", "H", "H", "H", "H", "O", "S", "O", "O", "C", "C", "C", "H", "H", "H", "H", "H", "H", "H", "H", "O", "S", "O", "O", "C", "C", "C", "H", "H", "H", "H", "H", "H", "H", "H", "O", "S", "O", "O", "C", "C", "C", "H", "H", "H", "H", "H", "H", "H", "H", "C", "Br", "Br", "Br", "H", "C", "Br", "Br", "Br", "H"], "xyz": [[-8.431, -1.125, 9.487], [-8.549, -0.792, 8.370], [-9.546, -1.236, 7.572], [-9.558, -0.382, 6.424], [-8.131, 0.083, 6.217], [-7.630, 0.189, 7.655], [-10.135, 0.515, 6.688], [-9.994, -0.821, 5.528], [-8.019, 0.959, 5.583], [-7.596, -0.728, 5.706], [-7.764, 1.170, 8.114], [-6.608, -0.125, 7.848], [-13.968, 0.866, 4.460], [-13.648, 0.599, 3.336], [-14.522, 0.547, 2.317], [-13.860, 0.257, 1.067], [-12.399, -0.094, 1.391], [-12.255, 0.191, 2.908], [-13.958, 1.146, 0.445], [-14.373, -0.573, 0.582], [-11.713, 0.467, 0.758], [-12.167, -1.144, 1.207], [-11.588, 1.039, 3.054], [-11.950, -0.695, 3.449], [-11.072, -9.403, 6.959], [-10.938, -8.935, 5.617], [-10.072, -7.831, 5.355], [-10.445, -10.142, 4.656], [-11.077, -11.412, 4.869], [-11.477, -12.037, 3.554], [-12.550, -8.610, 4.819], [-11.900, -11.324, 5.586], [-10.389, -12.055, 5.428], [-12.185, -11.364, 3.066], [-11.965, -13.000, 3.686], [-10.596, -12.204, 2.936], [-12.467, -8.992, 3.821], [-12.629, -7.530, 4.834], [-13.321, -9.057, 5.438], [-5.918, -3.440, 6.521], [-6.115, -4.668, 5.810], [-5.164, -5.725, 5.846], [-7.510, -5.295, 6.290], [-8.532, -4.354, 6.715], [-8.558, -4.276, 8.222], [-6.553, -4.294, 4.101], [-9.448, -4.821, 6.347], [-8.406, -3.389, 6.223], [-8.804, -5.245, 8.658], [-9.363, -3.604, 8.519], [-7.582, -3.970, 8.591], [-5.677, -3.889, 3.600], [-7.253, -3.467, 4.234], [-6.988, -5.150, 3.604], [-12.392, -6.683, 1.855], [-12.526, -7.882, 1.091], [-13.330, -8.978, 1.548], [-12.958, -7.427, -0.373], [-13.480, -8.414, -1.291], [-14.985, -8.536, -1.142], [-10.933, -8.536, 0.788], [-13.038, -9.395, -1.101], [-13.212, -8.077, -2.288], [-15.317, -9.431, -1.685], [-15.510, -7.703, -1.605], [-15.296, -8.734, -0.119], [-10.306, -7.917, 0.153], [-10.997, -9.465, 0.215], [-10.533, -8.793, 1.769], [-12.669, -4.432, 4.671], [-14.008, -5.212, 5.876], [-11.937, -2.822, 5.498], [-13.256, -3.911, 2.892], [-11.874, -5.164, 4.673], [-16.911, -6.222, 3.756], [-16.461, -6.639, 1.902], [-16.888, -7.788, 4.915], [-18.633, -5.354, 3.791], [-16.204, -5.534, 4.192]]}

***

{"formula": "C19H38Cl20F4N3O8PS", "method": "ωB97M-V with the def2-TZVPD basis set", "smiles": "CCOC[C@@]1(P(=O)(O)O)OS(=O)(=O)O[C@@]1(CC(N)(N)N)C(F)(F)C(F)F.ClCCl.ClCCl.ClCCl.ClCCl.ClCCl.ClCCl.ClCCl.ClCCl.ClCCl.ClCCl", "orbital_gap_ev": 9.5, "homo_energy_ev": -9.653, "total_energy_ev": -322612.162, "elements": ["C", "C", "O", "C", "C", "P", "O", "O", "O", "O", "S", "O", "O", "O", "C", "C", "C", "N", "N", "N", "C", "F", "F", "C", "F", "F", "H", "H", "H", "H", "H", "H", "H", "H", "H", "H", "H", "H", "H", "H", "H", "H", "H", "H", "C", "Cl", "Cl", "H", "H", "C", "Cl", "Cl", "H", "H", "C", "Cl", "Cl", "H", "H", "C", "Cl", "Cl", "H", "H", "C", "Cl", "Cl", "H", "H", "C", "Cl", "Cl", "H", "H", "C", "Cl", "Cl", "H", "H", "C", "Cl", "Cl", "H", "H", "C", "Cl", "Cl", "H", "H", "C", "Cl", "Cl", "H", "H"], "xyz": [[6.824, 0.906, -3.610], [5.690, -0.112, -3.684], [4.933, -0.007, -2.486], [3.565, 0.066, -2.657], [3.015, 1.356, -1.926], [3.612, 1.158, -0.153], [4.890, 1.815, -0.030], [2.598, 1.726, 0.931], [3.850, -0.383, 0.230], [3.899, 2.383, -2.450], [3.351, 2.838, -3.877], [3.709, 2.014, -4.976], [3.621, 4.178, -4.181], [1.811, 2.423, -3.588], [1.612, 1.857, -2.277], [0.914, 2.896, -1.371], [1.573, 4.269, -1.207], [0.645, 5.000, -0.281], [1.558, 5.058, -2.432], [2.869, 4.238, -0.551], [0.511, 0.815, -2.582], [-0.381, 1.372, -3.398], [0.953, -0.264, -3.247], [-0.283, 0.305, -1.341], [-1.462, 0.936, -1.283], [-0.556, -0.997, -1.417], [7.238, 1.136, -4.587], [6.465, 1.831, -3.172], [7.612, 0.562, -2.948], [5.127, 0.116, -4.585], [6.124, -1.102, -3.811], [3.219, 0.029, -3.684], [3.105, -0.795, -2.159], [3.084, 2.058, 1.706], [2.995, -0.779, 0.463], [-0.092, 3.110, -1.711], [0.784, 2.520, -0.362], [0.737, 4.570, 0.637], [0.976, 5.958, -0.245], [0.686, 5.574, -2.456], [2.274, 5.776, -2.334], [3.622, 4.494, -1.173], [2.885, 4.837, 0.259], [0.200, 0.486, -0.381], [-3.716, -0.589, 0.900], [-3.432, 0.906, 1.800], [-4.605, -1.772, 1.873], [-4.295, -0.357, 0.014], [-2.760, -1.015, 0.620], [-6.711, 1.820, -1.278], [-7.305, 1.554, 0.363], [-4.998, 1.401, -1.423], [-7.279, 1.201, -1.962], [-6.834, 2.867, -1.531], [-5.515, -5.344, 0.336], [-4.643, -6.552, 1.289], [-7.244, -5.704, 0.263], [-5.379, -4.373, 0.797], [-5.115, -5.339, -0.671], [6.582, 2.241, 2.649], [7.404, 3.697, 3.218], [4.883, 2.227, 3.136], [6.621, 2.209, 1.565], [7.069, 1.372, 3.073], [1.375, 6.387, 3.020], [0.899, 6.078, 4.691], [3.082, 6.007, 2.749], [0.771, 5.769, 2.364], [1.214, 7.435, 2.798], [-7.114, -7.488, 4.191], [-6.240, -8.697, 5.148], [-8.840, -7.851, 4.113], [-6.980, -6.516, 4.651], [-6.710, -7.482, 3.185], [-6.655, -7.761, 8.653], [-5.953, -6.239, 9.219], [-8.354, -7.908, 9.118], [-6.587, -7.794, 7.572], [-6.101, -8.584, 9.089], [-0.162, -2.137, -5.635], [-1.133, -3.565, -5.254], [1.530, -2.357, -5.181], [-0.215, -1.952, -6.701], [-0.560, -1.289, -5.088], [-5.986, -11.988, 3.460], [-6.931, -13.431, 3.850], [-4.282, -12.188, 3.888], [-6.059, -11.802, 2.395], [-6.385, -11.149, 4.017], [4.002, 7.993, -0.148], [2.582, 8.611, 0.695], [3.531, 7.055, -1.571], [4.624, 8.825, -0.454], [4.548, 7.342, 0.525]]}